(1)
{"formula": "C25H25N7O6ReS3", "method": "ωB97M-V/def2-TZVPD", "elements": ["Re", "O", "C", "C", "C", "C", "C", "C", "C", "O", "N", "N", "C", "C", "C", "C", "C", "C", "N", "H", "H", "H", "H", "H", "H", "H", "H", "H", "H", "C", "C", "C", "C", "C", "C", "C", "S", "O", "O", "N", "C", "C", "O", "O", "H", "H", "H", "H", "H", "H", "H", "H", "H", "S", "C", "N", "C", "N", "C", "N", "S", "H", "H", "H", "H", "H", "H"], "xyz": [[-0.1088, -0.1188, -0.3319], [-2.8368, 3.4046, -1.2246], [-2.2023, 4.2424, -0.3835], [-2.5733, 5.5874, -0.4624], [-1.9846, 6.5245, 0.3567], [-1.0113, 6.1508, 1.2821], [-0.6457, 4.8262, 1.3701], [-1.2263, 3.8512, 0.5491], [-0.7824, 2.4522, 0.6921], [-1.1594, 1.5983, -0.2334], [-0.0178, 2.1157, 1.6757], [0.3051, 0.7484, 1.6131], [0.9698, 0.3625, 2.6370], [1.2890, -1.0241, 2.9653], [2.1152, -1.2793, 4.0537], [2.3470, -2.5996, 4.4005], [1.7321, -3.5954, 3.6620], [0.9180, -3.2308, 2.5940], [0.6973, -1.9736, 2.2499], [-2.4616, 2.5056, -1.1199], [-3.3290, 5.8617, -1.1835], [-2.2852, 7.5609, 0.2774], [-0.5505, 6.8886, 1.9221], [0.1020, 4.5049, 2.0810], [1.2621, 1.1392, 3.3405], [2.5633, -0.4647, 4.6031], [2.9875, -2.8438, 5.2364], [1.8673, -4.6376, 3.9070], [0.4229, -3.9807, 1.9919], [3.6669, 5.8599, 3.1391], [3.4703, 4.6788, 2.2323], [2.6768, 4.7759, 1.0955], [2.5017, 3.6917, 0.2511], [3.1292, 2.4913, 0.5428], [3.9236, 2.3698, 1.6744], [4.0875, 3.4621, 2.5088], [2.9522, 1.0980, -0.5322], [3.1349, -0.0775, 0.2827], [3.8228, 1.3033, -1.6659], [1.4255, 1.1014, -1.0185], [1.0265, 1.7880, -2.2492], [0.0501, 0.8952, -3.0159], [-0.2023, 1.0653, -4.1743], [-0.4817, -0.0883, -2.2956], [2.9471, 6.6458, 2.9229], [4.6658, 6.2796, 3.0158], [3.5586, 5.5761, 4.1847], [2.1723, 5.7079, 0.8734], [1.8605, 3.7830, -0.6117], [4.3902, 1.4224, 1.8989], [4.7008, 3.3677, 3.3962], [1.8820, 2.0400, -2.8782], [0.4800, 2.7098, -2.0125], [-3.9199, -2.7568, 0.6946], [-2.6491, -1.8595, 0.3749], [-1.7005, -1.1968, 0.1468], [4.1567, -3.4160, -2.8373], [2.9915, -3.3414, -1.9817], [2.2164, -2.2576, -1.8621], [2.5306, -1.1675, -2.5548], [0.8456, -2.3721, -0.8519], [4.6447, -4.3723, -2.6718], [4.8729, -2.6291, -2.5921], [3.8820, -3.3438, -3.8913], [2.7263, -4.1376, -1.4268], [3.4415, -1.0491, -2.9654], [2.0241, -0.3217, -2.3624]], "forces_ev_per_a": [[0.0094, -0.3170, -0.4786], [0.2104, -0.3757, 0.0749], [-0.0142, 0.0047, -0.0236], [0.0801, -0.0249, 0.0543], [-0.0272, 0.0293, -0.0200], [0.0101, -0.0675, -0.0318], [-0.0793, 0.0147, 0.0538], [-0.0157, -0.0509, 0.0667], [-0.0488, 0.2166, -0.2371], [-0.1712, 0.2163, -0.0064], [0.1480, -0.3180, 0.0401], [0.0132, 0.0220, 0.2661], [-0.0077, 0.1334, 0.0458], [-0.0005, 0.2335, 0.0052], [0.0328, -0.1187, -0.1049], [-0.0113, 0.0042, -0.0017], [-0.0236, 0.0445, -0.0336], [0.0673, -0.0439, 0.0334], [-0.0482, -0.0397, -0.0716], [-0.1269, 0.2866, -0.0287], [-0.0389, 0.0034, -0.0399], [-0.0072, 0.0251, -0.0034], [0.0202, 0.0411, 0.0454], [-0.0124, -0.0137, 0.0151], [-0.0613, -0.0488, 0.0078], [0.0185, 0.0637, 0.0348], [0.0110, -0.0179, 0.0243], [0.0149, -0.0744, 0.0097], [-0.0436, -0.0775, -0.0383], [0.0057, 0.0032, 0.0014], [0.0024, -0.0004, -0.0126], [0.0205, 0.0012, -0.0667], [0.0936, -0.0215, 0.0759], [0.0653, 0.0339, 0.0268], [-0.0779, 0.0292, -0.0231], [-0.0049, -0.0345, 0.0389], [0.0943, 0.2886, 0.3015], [0.0969, -0.0157, 0.0556], [-0.0137, 0.0073, 0.0235], [-0.0672, -0.1009, -0.2451], [-0.0297, 0.2190, 0.1477], [-0.1168, -0.2290, 0.0542], [-0.0174, 0.2011, -0.3307], [0.0440, 0.1423, 0.2200], [-0.0396, 0.0453, -0.0124], [0.0403, 0.0146, -0.0071], [-0.0020, -0.0186, 0.0539], [0.0005, 0.0068, -0.0168], [-0.0441, 0.0294, -0.1024], [0.0505, -0.0758, 0.0064], [0.0332, -0.0074, 0.0313], [-0.0798, -0.0406, 0.0115], [0.0536, -0.0148, -0.1227], [-0.0349, -0.0356, 0.0187], [-0.1715, -0.1440, 0.0744], [0.0977, 0.1530, 0.0353], [0.0365, -0.0388, -0.0261], [-0.1599, 0.1328, 0.0585], [0.2172, 0.2620, -0.2175], [0.0560, -0.6103, -0.0942], [-0.0257, 0.0940, 0.3984], [-0.0104, 0.0071, -0.0134], [0.0176, -0.0088, 0.0016], [0.0010, 0.0302, -0.0002], [0.0164, 0.0426, -0.0183], [0.0351, -0.0139, -0.0069], [-0.0807, -0.0833, 0.0227]], "mulliken_charge": [1.363, -0.747, 0.580, -0.734, -0.379, -0.853, -0.771, 0.198, 1.131, -0.850, -0.682, 0.372, -0.456, 0.599, -0.812, -0.393, -0.728, -0.195, -0.031, 0.339, 0.468, 0.383, 0.424, 0.674, 0.420, 0.420, 0.431, 0.393, 0.473, -1.634, 0.968, -1.071, -0.275, 0.349, -0.503, -0.871, 1.566, -0.706, -0.735, -0.221, -0.430, 0.444, -0.663, -0.785, 0.329, 0.357, 0.384, 0.431, 0.297, 0.544, 0.410, 0.549, 0.231, -0.380, 0.668, -0.569, -1.018, -0.152, 0.832, -0.221, -0.478, 0.351, 0.318, 0.336, 0.257, 0.297, -0.241], "total_charge": 0, "spin_multiplicity": 4, "lumo_ev": [-0.779, -1.318]}

(2)
{"formula": "C12H20B2N3O7S", "method": "ωB97M-V/def2-TZVPD", "elements": ["C", "C", "C", "O", "C", "B", "N", "C", "O", "B", "N", "O", "C", "C", "C", "C", "N", "C", "H", "H", "H", "H", "H", "H", "H", "H", "H", "H", "H", "H", "H", "H", "H", "H", "C", "C", "O", "S", "O", "O", "O", "H", "H", "H", "H"], "xyz": [[-2.3300, 2.8532, 4.3297], [-2.9229, 3.3320, 2.9867], [-3.4448, 2.1693, 2.0900], [-2.9026, 0.9264, 2.4443], [-2.3426, 0.2008, 1.3347], [-0.6669, 0.1075, 1.4052], [-0.1741, 1.0113, 2.6106], [0.8498, 0.6316, 3.1385], [1.9844, 0.3380, 3.4112], [-0.2626, -1.5573, 1.6096], [-0.6685, -2.3759, 2.7895], [0.4720, -2.2686, 0.5969], [0.0356, 0.5648, 0.0043], [1.2348, 1.2588, -0.0479], [1.7838, 1.5656, -1.2781], [1.1119, 1.1553, -2.3893], [-0.0379, 0.5141, -2.4197], [-0.5248, 0.2395, -1.2184], [-2.7585, 1.9241, 4.6999], [-1.2463, 2.8072, 4.2830], [-2.5617, 3.6244, 5.0807], [-2.1174, 3.8291, 2.4431], [-3.7680, 3.9960, 3.1821], [-4.5436, 2.1140, 2.1853], [-3.2443, 2.4553, 1.0513], [-2.7180, 0.5499, 0.3632], [-2.7243, -0.8287, 1.4503], [-0.9029, -3.2970, 2.4159], [0.1795, -2.5316, 3.3367], [-0.1179, -2.4413, -0.1439], [1.7526, 1.5386, 0.8617], [2.7356, 2.0803, -1.3114], [1.5743, 1.3801, -3.3516], [-1.4630, -0.3171, -1.1962], [2.4245, -2.0230, -3.2841], [2.1387, -3.3646, -3.9184], [2.4856, -3.1922, -5.3004], [3.7079, -2.1572, -5.4148], [4.9169, -2.8925, -5.5326], [3.3522, -1.1493, -6.3458], [3.6242, -1.5619, -3.9329], [1.6263, -1.3073, -3.4864], [2.5770, -2.0959, -2.2099], [1.0977, -3.6584, -3.8189], [2.7785, -4.1474, -3.5036]], "forces_ev_per_a": [[-0.4622, 1.0555, 0.3793], [0.2136, -1.1843, 0.0947], [-0.2759, 0.6572, 0.4883], [-0.0794, 0.2716, -0.8920], [0.5754, -1.0270, 0.4816], [-0.5779, -0.0849, -0.7125], [1.2339, -0.6894, 1.2135], [1.0095, 0.6123, -1.7341], [-1.5970, 0.1788, 0.6962], [0.3313, -0.0992, 0.0507], [0.2560, 0.0395, -0.4584], [-0.8427, -0.4095, 0.3762], [-0.1827, 0.4661, 1.1164], [0.0749, 0.0227, 0.1102], [0.3916, 0.0421, 1.2242], [1.0258, 0.6955, -2.0085], [-0.1613, -0.3694, 0.1172], [-0.8883, -0.5427, 0.2231], [0.1733, -0.1143, -0.2313], [-0.0469, -0.4581, -0.0756], [0.0736, -0.1299, -0.0078], [-0.2510, 0.3262, 0.0328], [0.2094, 0.2393, -0.2130], [0.0820, -0.0132, 0.0294], [0.0765, -0.3175, -0.0154], [-0.0926, 0.2659, 0.2088], [-0.2141, 0.2153, -0.0796], [0.2219, -0.1197, 0.1842], [-0.1788, 0.0600, 0.2682], [0.2605, 0.2564, -0.3385], [-0.0567, 0.0409, 0.0602], [-0.0192, 0.0355, -0.3529], [-0.2001, -0.0519, -0.0950], [-0.0241, 0.0531, -0.2213], [-0.5898, 0.2359, 0.0866], [0.3306, -0.2950, 0.3673], [-0.0161, 0.3960, -0.0485], [-0.3598, -0.0639, 0.5763], [0.1608, 0.1322, -0.1645], [0.1361, -0.0682, -0.2568], [0.1324, -0.4368, -0.2590], [-0.0058, -0.0086, 0.0546], [0.2179, 0.1141, -0.0335], [-0.0321, 0.0665, -0.2651], [-0.0325, 0.0050, 0.0234]], "mulliken_charge": [-0.967, -0.539, -0.487, -0.307, -0.844, 0.124, -0.593, 0.649, -0.641, 0.937, -0.680, -0.659, 0.790, -0.694, -0.495, -0.399, -0.705, -0.434, 0.257, 0.170, 0.365, 0.194, 0.460, 0.375, 0.278, 0.484, 0.213, 0.234, 0.232, 0.248, 0.263, 0.409, 0.383, 0.431, -0.134, -0.309, -0.346, 1.107, -0.552, -0.545, -0.310, 0.078, 0.345, 0.307, 0.309], "total_charge": -1, "lumo_ev": 2.488}

(3)
{"formula": "C4H11NO", "method": "ωB97M-V/def2-TZVPD", "elements": ["C", "N", "C", "H", "H", "H", "H", "H", "H", "H", "C", "C", "O", "H", "H", "H", "H"], "xyz": [[1.6516, 0.0400, 0.2967], [1.1539, -0.3555, -1.0594], [1.0200, -1.7744, -1.0037], [1.5706, 1.1574, 0.3719], [1.3003, -0.7672, 1.0421], [2.7371, -0.1493, 0.5155], [1.7978, 0.0309, -1.7213], [1.8260, -2.1114, -0.2873], [1.1477, -2.3473, -1.9667], [0.1230, -2.0768, -0.5231], [-2.0954, -0.1034, 1.1072], [-1.4991, 1.1593, 0.9799], [-0.8864, 1.4274, -0.2844], [-2.4799, -0.4421, 1.9999], [-2.1979, -0.6756, 0.2567], [-1.2040, 1.6578, 1.8855], [-0.0693, 0.8637, -0.1623]], "forces_ev_per_a": [[1.3207, -0.7040, 0.2241], [0.2186, 1.0149, 1.8325], [2.3817, -1.8198, -0.5147], [-0.4720, -1.1389, 0.9467], [-0.7140, 2.3447, -0.6194], [-0.2220, 0.1197, -1.0139], [0.1972, -0.3486, -0.6301], [-0.4578, -0.5986, -0.9742], [-0.2388, 0.9076, 0.8583], [-1.1477, -0.0630, 0.1741], [2.0384, 5.3117, -0.4472], [-0.6247, -4.9379, -1.1580], [0.1610, -0.1889, 2.5516], [-0.7632, -0.5656, 1.9168], [-0.2835, -1.2048, -1.7594], [-0.0823, 1.0227, -0.0661], [-1.3117, 0.8489, -1.3208]], "mulliken_charge": [-1.187, -0.245, -0.847, 0.467, 0.378, 0.365, 0.185, 0.320, 0.304, 0.256, -0.675, -0.110, -0.499, 0.311, 0.314, 0.322, 0.343], "total_charge": 0, "lumo_ev": 0.913}

(4)
{"formula": "C4H15NSi2", "method": "ωB97M-V/def2-TZVPD", "elements": ["C", "C", "C", "C", "N", "Si", "Si", "H", "H", "H", "H", "H", "H", "H", "H", "H", "H", "H", "H", "H", "H", "H"], "xyz": [[1.4747, -1.4364, -0.0330], [-0.9623, 2.8643, -0.4572], [0.3132, 1.3783, -1.8410], [0.4204, -1.0844, 1.0314], [-0.3125, 1.5534, -0.5989], [-0.2501, -2.7057, 1.7883], [-0.9442, 0.1865, 0.3932], [0.9304, -1.9495, -0.7434], [1.8310, -0.5360, -0.5407], [2.2080, -1.9994, 0.3073], [-1.2608, 3.0015, 0.5412], [-0.2484, 3.5390, -0.8280], [-1.6930, 3.1260, -1.2555], [1.2157, 0.8012, -1.8631], [-0.2541, 0.8184, -2.5530], [0.8151, 2.2717, -2.3278], [1.0604, -0.5230, 1.7945], [-0.6550, -2.5212, 3.2632], [0.8424, -3.9652, 1.9464], [-1.2351, -3.4270, 0.7847], [-1.2861, 1.0910, 1.4308], [-2.0097, -0.4837, -0.2392]], "forces_ev_per_a": [[-3.3883, 3.6314, -1.0679], [0.2889, -1.1605, -2.2794], [1.9104, 0.3996, -1.9056], [0.6386, 1.1331, 1.0063], [-0.7648, -0.8411, 1.4906], [0.8645, -1.9389, 0.1956], [3.1179, 1.2570, -0.2880], [-0.7031, -1.5079, -2.0823], [0.2915, -0.1740, 0.3225], [3.5296, -2.5354, 1.6730], [-0.5866, 0.6061, 0.9810], [1.5528, 1.4648, 0.5776], [-0.8053, -0.8979, 0.7761], [0.6877, -0.8835, 0.9655], [-0.9918, 0.1373, -1.0338], [-1.4434, -0.2104, 0.5993], [-1.3618, -0.5573, -0.3608], [-0.2322, -0.0479, -1.1222], [-1.1010, 1.9514, -0.3288], [0.5362, 0.9580, 1.1125], [-0.8703, 0.0886, 1.3741], [-1.1695, -0.8723, -0.6052]], "mulliken_charge": [-1.759, -1.105, -1.042, 0.179, 0.139, 0.277, 0.238, 0.506, 0.320, 0.540, 0.352, 0.404, 0.337, 0.261, 0.402, 0.310, 0.270, -0.111, -0.106, -0.071, -0.208, -0.135], "total_charge": 0, "lumo_ev": 0.866}